Entry one
ORCA calculation (the ωB97M-V functional and the def2-TZVPD basis) on a structure of composition C24H36FeNOP2.

Geometry (Å):
Fe -1.39 -0.16 0.78
C 1.09 -0.72 -2.83
C -0.35 -1.20 -3.00
C -1.12 -0.27 -3.93
P -1.15 -1.34 -1.33
C -2.78 -2.15 -1.72
C -3.84 -1.04 -1.78
C -3.20 -3.14 -0.64
C -0.09 -2.67 -0.63
C -0.04 -3.96 -1.13
C 0.75 -4.93 -0.54
C 1.49 -4.60 0.59
C 1.46 -3.31 1.10
C 0.69 -2.31 0.49
N 0.61 -0.99 0.95
C 1.71 -0.21 1.01
C 3.05 -0.65 0.86
C 4.13 0.20 0.98
C 3.96 1.56 1.26
C 2.66 2.03 1.37
C 1.55 1.21 1.24
P -0.15 1.83 1.22
C -0.21 3.31 0.10
C 0.36 2.91 -1.26
C 0.36 4.65 0.55
C -0.52 2.52 2.91
C -1.14 1.40 3.76
C 0.64 3.17 3.66
H 1.59 -0.64 -3.81
H 1.12 0.27 -2.36
H 1.68 -1.39 -2.20
H -0.33 -2.20 -3.44
H -1.27 0.71 -3.46
H -0.58 -0.12 -4.86
H -2.11 -0.67 -4.18
H -2.70 -2.65 -2.69
H -3.92 -0.58 -0.79
H -3.59 -0.25 -2.50
H -4.80 -1.46 -2.07
H -3.23 -2.63 0.33
H -4.21 -3.50 -0.85
H -2.54 -4.00 -0.57
H -0.65 -4.22 -2.00
H 0.78 -5.94 -0.94
H 2.09 -5.35 1.09
H 2.01 -3.07 2.00
H 3.26 -1.69 0.62
H 5.13 -0.20 0.86
H 4.81 2.22 1.36
H 2.51 3.09 1.57
H -1.29 3.44 -0.02
H 1.44 2.76 -1.21
H -0.10 1.98 -1.60
H 0.15 3.69 -2.01
H 1.45 4.63 0.66
H 0.13 5.42 -0.19
H -0.07 4.98 1.50
H -1.30 3.27 2.72
H -0.40 0.62 3.95
H -1.45 1.80 4.73
H -1.99 0.94 3.27
H 1.42 2.43 3.86
H 1.10 3.99 3.12
H 0.29 3.55 4.63
O -2.96 -0.38 1.42

Values from the calculation:
Frontier orbital gap (alpha / beta) ... 6.0 / 6.3 eV
LUMO level (alpha / beta) ... 2.99 / 2.98 eV
Highest occupied orbital energy (alpha / beta) ... -0.1123 / -0.1213 Ha
2S+1 ... 5
Net charge ... -1

***

Entry two
ORCA calculation (the ωB97M-V functional and the def2-TZVPD basis) on a structure of composition C24H36FeNOP2.

Geometry (Å):
Fe -0.05 0.06 1.48
C 2.59 0.21 -2.27
C 3.28 0.16 -0.91
C 3.98 -1.19 -0.71
P 2.07 0.48 0.49
C 3.24 0.85 1.88
C 3.38 -0.41 2.75
C 2.73 1.99 2.77
C 1.47 2.15 -0.03
C 2.39 3.13 -0.39
C 2.03 4.44 -0.68
C 0.69 4.79 -0.55
C -0.24 3.84 -0.19
C 0.09 2.49 0.03
N -0.91 1.56 0.41
C -1.77 1.10 -0.59
C -2.36 2.00 -1.52
C -3.26 1.60 -2.47
C -3.67 0.28 -2.55
C -3.14 -0.61 -1.64
C -2.20 -0.25 -0.67
P -1.47 -1.53 0.46
C -1.06 -2.99 -0.65
C -0.26 -2.48 -1.84
C -2.12 -4.00 -1.08
C -2.87 -2.14 1.52
C -2.97 -1.25 2.76
C -4.25 -2.27 0.88
H 3.33 0.08 -3.07
H 1.86 -0.59 -2.37
H 2.07 1.16 -2.43
H 4.03 0.95 -0.88
H 3.25 -1.99 -0.57
H 4.59 -1.43 -1.59
H 4.63 -1.18 0.16
H 4.20 1.13 1.43
H 2.39 -0.60 3.19
H 3.69 -1.29 2.19
H 4.10 -0.23 3.55
H 1.74 1.71 3.15
H 3.42 2.10 3.62
H 2.68 2.94 2.24
H 3.44 2.86 -0.43
H 2.78 5.17 -0.95
H 0.38 5.82 -0.70
H -1.27 4.13 -0.02
H -2.06 3.03 -1.47
H -3.67 2.34 -3.16
H -4.39 -0.05 -3.29
H -3.45 -1.65 -1.68
H -0.37 -3.53 0.00
H -0.91 -1.97 -2.56
H 0.48 -1.77 -1.51
H 0.24 -3.31 -2.35
H -2.86 -3.57 -1.77
H -1.63 -4.82 -1.61
H -2.66 -4.43 -0.23
H -2.53 -3.14 1.82
H -3.30 -0.25 2.47
H -3.72 -1.67 3.45
H -2.01 -1.10 3.26
H -4.63 -1.28 0.62
H -4.27 -2.88 -0.02
H -4.94 -2.71 1.60
O 0.05 0.02 3.21

Values from the calculation:
Frontier orbital gap (alpha / beta) ... 6.2 / 6.2 eV
LUMO level (alpha / beta) ... 2.95 / 2.95 eV
Highest occupied orbital energy (alpha / beta) ... -0.1179 / -0.1207 Ha
2S+1 ... 5
Net charge ... -1

***

Most stable: entry one

***

Entry one
ORCA calculation (the ωB97M-V functional and the def2-TZVPD basis) on a structure of composition C3H4BrN3.

Geometry (Å):
C 1.29 -0.26 0.54
C 0.10 -0.90 0.00
C -1.17 0.07 -0.08
N 1.24 1.63 0.53
N -0.81 1.42 -0.56
N 0.26 1.82 -0.18
Br 2.92 -0.76 -0.28
H 0.11 -1.43 -0.98
H -0.34 -1.51 0.73
H -1.89 -0.44 -0.65
H -1.70 0.35 0.93

Values from the calculation:
Frontier orbital gap (alpha / beta) ... 7.7 / 7.5 eV
LUMO level (alpha / beta) ... -1.23 / -1.06 eV
Highest occupied orbital energy (alpha / beta) ... -0.3270 / -0.3148 Ha
2S+1 ... 1

***

Entry two
ORCA calculation (the ωB97M-V functional and the def2-TZVPD basis) on an isolated molecule of C3H4BrN3.

Geometry (Å):
C 0.47 -0.05 -1.35
C 0.87 -0.54 0.09
C 0.17 0.56 0.95
N -2.71 0.50 -0.93
N -1.21 0.71 0.74
N -1.86 0.51 -0.18
Br 0.69 -1.34 -2.54
H 0.46 -1.59 0.20
H 2.02 -0.41 0.12
H 0.37 0.24 2.08
H 0.74 1.42 0.82

Values from the calculation:
Frontier orbital gap ... 8.0 eV
LUMO level ... -0.95 eV
Highest occupied orbital energy ... -0.3288 Ha
2S+1 ... 1

***

Most stable: entry two

***

Entry one
ORCA calculation (the ωB97M-V functional and the def2-TZVPD basis) on a cluster of 2 separate species, C3H4F2Si in total.

Geometry (Å):
C -1.94 -2.42 0.11
C -1.15 -1.55 -0.10
C 0.30 1.74 0.00
F 1.95 -0.34 -1.26
F 2.09 -0.41 1.26
Si 1.11 0.08 0.04
H -2.75 -3.07 -0.18
H -0.45 1.67 0.71
H 1.10 2.53 0.33
H -0.26 1.76 -0.91

Values from the calculation:
Frontier orbital gap ... 9.3 eV
LUMO level ... -0.39 eV
Highest occupied orbital energy ... -0.3546 Ha
2S+1 ... 1

***

Entry two
ORCA calculation (the ωB97M-V functional and the def2-TZVPD basis) on a cluster of 2 separate species, C3H4F2Si in total.

Geometry (Å):
C -0.77 -2.66 -0.21
C -0.91 -1.49 0.03
C 1.57 1.31 -0.11
F -1.69 0.93 1.64
F -1.90 0.99 -0.85
Si -1.10 0.27 0.34
H -0.34 -3.62 -0.31
H 1.38 1.96 -0.98
H 1.67 1.87 0.74
H 2.10 0.45 -0.30

Values from the calculation:
Frontier orbital gap (alpha / beta) ... 8.4 / 8.4 eV
LUMO level (alpha / beta) ... 0.01 / 0.01 eV
Highest occupied orbital energy (alpha / beta) ... -0.3090 / -0.3090 Ha
2S+1 ... 1

***

Most stable: entry two

***

Entry one
ORCA calculation (the ωB97M-V functional and the def2-TZVPD basis) on a structure of composition C3H16O5.

Geometry (Å):
O 2.51 -1.62 1.36
H 2.73 -1.26 2.22
H 2.75 -2.55 1.42
O 1.28 -0.68 0.10
H 2.06 -1.01 0.54
H 0.98 0.04 0.66
O 2.84 -2.13 -0.97
H 2.00 -1.76 -1.24
H 2.64 -2.58 -0.15
O 0.74 0.89 -1.52
H 0.96 0.25 -0.83
H 1.41 0.76 -2.18
C -0.93 1.12 0.97
C -2.14 1.44 0.03
C -2.27 0.30 -1.04
O -3.31 1.41 0.88
H 0.03 1.18 0.47
H -1.03 0.11 1.36
H -0.68 1.79 1.79
H -2.06 2.40 -0.49
H -3.08 0.34 -1.77
H -2.13 -0.67 -0.56
H -1.36 0.16 -1.64
H -3.95 2.07 0.60

Values from the calculation:
Frontier orbital gap ... 9.4 eV
LUMO level ... -0.30 eV
Highest occupied orbital energy ... -0.3578 Ha
2S+1 ... 1

***

Entry two
ORCA calculation (the ωB97M-V functional and the def2-TZVPD basis) on a cluster of 5 separate species, C3H16O5 in total.

Geometry (Å):
C 0.88 -0.01 0.10
O 1.66 -1.05 -0.61
C 0.05 0.73 -0.90
C 0.92 1.88 -1.51
H 0.45 -0.70 0.84
H 1.55 0.59 0.72
H 2.57 -0.79 -0.76
H -0.46 0.08 -1.60
H -0.75 1.32 -0.51
H 1.22 1.84 -2.54
H 0.33 2.80 -1.40
H 1.71 2.19 -0.82
H 1.20 -0.97 -2.49
H 0.65 -0.79 -3.86
O 1.36 -0.46 -3.30
H 0.92 -1.63 3.57
H 0.07 -2.62 2.76
O 0.88 -2.10 2.73
H -2.86 -0.83 0.39
H -3.01 0.57 0.43
O -3.25 -0.15 -0.18
H -1.29 0.12 3.24
H -2.67 -0.42 2.85
O -2.14 0.38 2.86

Values from the calculation:
Frontier orbital gap ... 10.2 eV
Structure (SMILES) ... CCCO.O.O.O.O
LUMO level ... -0.09 eV
Highest occupied orbital energy ... -0.3776 Ha
2S+1 ... 1

***

Most stable: entry two